{
  "formula": "C35H50CaN5O6S",
  "method": "wB97M-V/def2-TZVPD",
  "symbols": ["Ca", "C", "C", "C", "C", "C", "C", "C", "C", "C", "C", "N", "C", "C", "C", "C", "C", "N", "H", "H", "H", "H", "H", "H", "H", "H", "H", "H", "H", "H", "H", "H", "H", "H", "H", "O", "C", "O", "C", "C", "C", "N", "C", "C", "C", "O", "O", "H", "H", "H", "C", "C", "S", "O", "C", "C", "H", "H", "H", "H", "H", "H", "H", "H", "H", "H", "C", "C", "C", "O", "H", "H", "H", "H", "H", "H", "C", "C", "N", "C", "C", "C", "C", "N", "H", "H", "H", "H", "H", "H", "H", "H", "H", "H", "H", "H", "H", "H"],
  "positions_angstrom": [[0.7202, -0.5626, -0.5111], [0.9219, 4.2270, -1.6020], [-0.0192, 3.5058, -0.6302], [0.4144, 3.7188, 0.7968], [-0.1172, 4.7723, 1.5263], [0.3058, 5.0386, 2.8218], [1.2706, 4.2256, 3.3884], [1.8360, 3.1603, 2.6876], [2.8934, 2.3330, 3.3917], [4.2282, 3.0761, 3.5298], [1.4085, 2.9008, 1.3690], [1.8634, 1.7740, 0.6620], [3.1201, 1.5932, 0.4317], [3.6673, 0.3608, -0.0385], [5.0110, 0.0742, -0.3183], [5.0638, -1.2841, -0.6408], [3.7460, -1.7520, -0.5357], [2.8969, -0.7733, -0.1718], [0.5717, 4.1384, -2.6344], [1.9239, 3.7962, -1.5435], [0.9883, 5.2894, -1.3541], [-0.0121, 2.4410, -0.8566], [-1.0354, 3.8882, -0.7537], [-0.8841, 5.3909, 1.0701], [-0.1125, 5.8686, 3.3786], [1.6048, 4.4152, 4.4050], [3.0590, 1.4003, 2.8569], [2.5317, 2.0783, 4.3913], [4.6578, 3.2818, 2.5477], [4.9478, 2.4880, 4.1030], [4.0868, 4.0337, 4.0356], [3.8398, 2.4003, 0.6077], [5.8338, 0.7760, -0.2672], [5.9303, -1.8616, -0.9272], [3.3905, -2.7606, -0.7030], [-0.4179, -7.5714, -1.1948], [-0.6139, -7.0078, -0.1015], [-1.0460, -7.4460, 0.9857], [-0.2651, -5.5019, -0.0835], [-0.3061, -4.7860, 1.1060], [0.0010, -3.4408, 1.0945], [0.3336, -2.7761, -0.0157], [0.3818, -3.4676, -1.1722], [0.0943, -4.8198, -1.2388], [0.7208, -2.6811, -2.4445], [1.1415, -3.2771, -3.4264], [0.4676, -1.4128, -2.3964], [-0.5845, -5.3078, 2.0118], [-0.0266, -2.8533, 2.0086], [0.1403, -5.3492, -2.1803], [-1.6626, -2.0145, -4.9717], [-2.2564, -2.2364, -3.5852], [-2.0478, -0.7495, -2.5850], [-2.1939, -1.1558, -1.1366], [-3.6553, 0.0205, -2.9834], [-4.8451, -0.7050, -2.3698], [-1.8894, -2.8632, -5.6178], [-0.5769, -1.9268, -4.8946], [-2.0646, -1.1108, -5.4419], [-1.7148, -3.0135, -3.0455], [-3.3139, -2.4941, -3.6026], [-3.7144, 0.1079, -4.0720], [-3.5567, 1.0258, -2.5680], [-5.2038, -1.5156, -3.0035], [-5.6758, -0.0182, -2.2017], [-4.5542, -1.1308, -1.4069], [0.0957, 1.6763, -4.2488], [1.4016, 1.4038, -3.5552], [2.6393, 1.4581, -4.4052], [1.4810, 1.1495, -2.3768], [0.1110, 2.6855, -4.6691], [-0.7303, 1.5758, -3.5502], [-0.0357, 0.9672, -5.0708], [2.6373, 2.3442, -5.0435], [2.6540, 0.5743, -5.0512], [3.5248, 1.4424, -3.7738], [-3.6513, -1.4730, 1.7144], [-3.3784, -0.0819, 2.2788], [-2.1127, 0.0099, 2.9970], [-2.1748, 0.0069, 4.4534], [-2.4539, -1.3658, 5.0556], [-0.9378, 0.0614, 2.3096], [0.3420, -0.0530, 3.1038], [-0.8323, 0.2126, 1.0327], [-4.6537, -1.5098, 1.2810], [-3.5892, -2.2282, 2.4995], [-2.9366, -1.7277, 0.9330], [-4.1642, 0.2049, 2.9782], [-3.3914, 0.6560, 1.4722], [-2.9620, 0.7028, 4.7532], [-1.2452, 0.4024, 4.8499], [-3.4519, -1.7184, 4.7899], [-2.3919, -1.3193, 6.1451], [-1.7302, -2.1006, 4.6971], [0.3011, -0.8647, 3.8313], [0.5404, 0.8839, 3.6299], [1.1691, -0.2232, 2.4168], [-1.7222, 0.2740, 0.5424]],
  "max_force_ev_per_a": 2.3,
  "lumo_ev": 1.91,
  "charge": -1,
  "energy_ev": -86122.566
}

=====

{
  "formula": "C35H50Ge2IIrN6PSe",
  "method": "wB97M-V/def2-TZVPD",
  "symbols": ["Ir", "C", "C", "Ge", "C", "C", "C", "C", "Ge", "C", "C", "C", "C", "C", "C", "C", "C", "C", "C", "H", "H", "H", "H", "H", "H", "H", "H", "H", "H", "H", "H", "H", "H", "H", "H", "H", "H", "H", "H", "H", "H", "H", "H", "H", "H", "I", "C", "C", "C", "C", "N", "C", "H", "H", "H", "H", "C", "N", "C", "Se", "N", "C", "C", "C", "C", "C", "C", "H", "H", "H", "H", "H", "H", "H", "H", "C", "N", "C", "N", "C", "N", "C", "P", "C", "C", "H", "H", "H", "H", "H", "H", "H", "H", "H", "H", "H", "H"],
  "positions_angstrom": [[-0.3430, -0.2096, -0.4807], [-3.7884, 0.6013, 3.1310], [-2.9464, -0.0462, 2.0184], [-0.9381, 0.3653, 1.7941], [-0.1309, -0.1953, 3.6004], [-0.9077, 0.3016, 4.8248], [-1.0456, 2.3476, 1.6945], [-1.8405, 2.9320, 0.7609], [-1.6330, 1.9094, -0.9183], [-0.7776, 3.1711, -2.2056], [0.4760, 3.6844, -1.5987], [-3.5011, 1.7561, -1.6101], [-3.7525, 2.2790, -3.0254], [-2.5308, 4.2444, 1.0406], [-3.3921, 4.8333, 0.1236], [-4.0737, 5.9963, 0.3331], [-4.0511, 6.5187, 1.6077], [-3.1309, 6.0383, 2.5360], [-2.4563, 4.8346, 2.2915], [-4.7708, 0.9017, 2.7912], [-3.4033, 1.6008, 3.4767], [-3.9320, -0.0836, 3.9694], [-3.3758, 0.2167, 1.0430], [-3.0055, -1.1843, 2.1204], [0.8464, 0.2483, 3.5287], [0.0072, -1.2996, 3.6012], [-1.0420, 1.4109, 4.8433], [-0.3540, 0.0445, 5.6983], [-1.9371, -0.0566, 4.9423], [-0.5303, 2.9234, 2.4961], [-1.5119, 3.9574, -2.5232], [-0.6081, 2.5052, -3.0767], [0.1761, 4.4381, -0.8499], [1.1912, 4.0595, -2.3256], [1.0608, 2.9044, -1.0734], [-4.1741, 2.3253, -0.8935], [-3.7226, 0.7076, -1.5434], [-4.8418, 2.0756, -3.2936], [-3.1530, 1.9453, -3.8628], [-3.6594, 3.4046, -3.0375], [-3.4100, 4.4160, -0.8790], [-4.6989, 6.4673, -0.4024], [-4.7878, 7.2644, 1.8769], [-2.9265, 6.5610, 3.5127], [-1.8175, 4.4757, 3.0576], [1.6127, -1.0269, -6.0150], [0.1311, -1.2161, -4.5500], [-0.6971, -2.3216, -4.6810], [-1.6013, -2.6174, -3.6430], [-1.7792, -1.6729, -2.5781], [-0.8938, -0.6775, -2.3982], [0.0457, -0.4435, -3.3967], [-0.5414, -3.0513, -5.4822], [-2.1333, -3.5254, -3.6298], [-2.5867, -1.8405, -1.9079], [0.6602, 0.4269, -3.2417], [0.9356, -4.2603, 2.4126], [0.9045, -4.4674, 0.9891], [0.1583, -3.7206, 0.0771], [-1.2436, -2.4978, 0.3942], [0.4120, -4.2322, -1.1846], [1.2254, -5.3578, -1.0983], [1.7156, -6.1717, -2.0968], [2.5141, -7.2421, -1.6681], [2.7228, -7.4663, -0.3076], [2.2741, -6.5696, 0.7068], [1.5438, -5.4883, 0.2742], [-0.0798, -4.3516, 2.8149], [1.4142, -3.3214, 2.6830], [1.5700, -5.0341, 2.7980], [-0.0377, -3.9319, -2.0694], [1.3539, -6.0350, -3.1466], [2.9139, -7.9108, -2.3875], [3.2805, -8.4009, -0.0468], [2.3954, -6.8498, 1.7397], [4.9383, -0.5808, -0.6304], [4.4268, 0.6834, -1.2714], [4.5432, 1.7680, -0.2451], [3.8413, 1.5565, 1.0310], [4.3386, 0.2796, 1.5904], [4.2711, -0.9054, 0.6690], [2.8454, -1.2890, 0.5273], [1.8731, 0.1407, -0.2190], [3.0609, 0.4686, -1.6746], [2.3834, 1.5240, 0.8912], [5.9947, -0.4731, -0.4771], [4.7972, -1.4140, -1.3383], [4.2130, 2.6398, -0.8280], [5.6041, 1.8975, -0.0263], [3.8630, -0.0734, 2.5265], [5.4018, 0.3355, 1.8178], [2.4526, -1.5762, 1.5346], [2.6671, -2.1543, -0.1073], [2.6263, 1.3538, -2.1827], [2.9366, -0.4121, -2.3427], [1.8633, 1.4707, 1.8531], [2.0127, 2.4440, 0.4268]],
  "e_above_lowest_kcal_mol": 11.4,
  "max_force_ev_per_a": 3.6,
  "lumo_ev": [-8.04, -11.06],
  "multiplicity": 5,
  "charge": 3,
  "energy_ev": -244623.905
}

=====

{
  "formula": "C35H50N9O13PPtS",
  "method": "wB97M-V/def2-TZVPD",
  "symbols": ["Pt", "O", "C", "O", "C", "C", "C", "C", "C", "C", "O", "N", "O", "O", "N", "O", "O", "H", "H", "O", "C", "C", "C", "C", "C", "C", "C", "C", "N", "H", "H", "H", "H", "H", "H", "H", "H", "H", "H", "H", "O", "P", "N", "C", "C", "C", "C", "N", "C", "C", "C", "C", "N", "C", "C", "C", "C", "H", "H", "H", "H", "H", "H", "H", "H", "H", "H", "H", "H", "H", "H", "H", "H", "H", "H", "H", "H", "H", "H", "H", "H", "C", "C", "S", "O", "O", "C", "C", "N", "C", "N", "C", "C", "N", "O", "O", "C", "H", "H", "H", "H", "H", "H", "H", "H", "H", "H", "H", "H", "H"],
  "positions_angstrom": [[-21.7104, 5.9848, -7.2479], [-24.4032, 6.9447, -4.2743], [-23.5892, 7.0784, -5.1790], [-23.5560, 6.2138, -6.2008], [-22.7470, 8.3842, -5.1884], [-23.1742, 9.4493, -4.3822], [-22.4206, 10.6368, -4.4567], [-21.3196, 10.9061, -5.2317], [-20.9040, 9.8256, -5.9347], [-21.6555, 8.5995, -5.9878], [-21.0672, 7.7677, -6.8819], [-19.5946, 9.7797, -6.5834], [-19.2974, 10.8991, -7.0291], [-18.8658, 8.7722, -6.5633], [-22.7992, 11.7459, -3.5321], [-23.8298, 11.5946, -2.8891], [-22.0732, 12.7240, -3.5526], [-24.0319, 9.3533, -3.7552], [-20.9608, 11.9254, -5.1810], [-24.2798, 7.2785, -8.6435], [-24.7929, 6.4463, -9.7033], [-23.8362, 6.2919, -10.8718], [-22.4307, 5.7811, -10.4924], [-22.5192, 4.4974, -9.6799], [-22.5928, 3.2964, -10.3632], [-22.5523, 2.1227, -9.6462], [-22.4783, 2.1181, -8.2631], [-22.4569, 3.3291, -7.6050], [-22.4152, 4.4913, -8.3126], [-24.2277, 6.8040, -7.7731], [-25.7260, 6.9086, -10.1448], [-25.1292, 5.4843, -9.2640], [-23.7252, 7.2803, -11.3190], [-24.3306, 5.6408, -11.6177], [-21.8348, 6.5668, -9.9936], [-21.9658, 5.5156, -11.4432], [-22.6402, 3.3212, -11.4544], [-22.6392, 1.1658, -10.1708], [-22.4944, 1.1891, -7.7022], [-22.4438, 3.3713, -6.5052], [-21.8354, 3.3457, -4.5132], [-21.1732, 2.7082, -3.3057], [-19.7113, 2.0541, -3.8427], [-19.4830, 1.9737, -5.2967], [-18.2960, 1.0016, -5.4852], [-17.6178, 0.8504, -4.0957], [-18.5441, 1.5475, -3.0803], [-20.9358, 3.7684, -1.9980], [-19.6361, 4.3489, -1.5161], [-20.0065, 5.7236, -0.9215], [-21.4011, 6.1070, -1.4609], [-22.0489, 4.7353, -1.7897], [-22.2726, 1.5370, -2.7817], [-23.4802, 1.2191, -3.5415], [-24.3523, 0.2589, -2.6818], [-23.3630, -0.1804, -1.5418], [-22.0802, 0.6658, -1.6350], [-19.1499, 2.9828, -5.6171], [-20.4045, 1.7134, -5.7971], [-17.6177, 1.3919, -6.2253], [-18.6547, 0.0054, -5.8285], [-16.6368, 1.3755, -4.1311], [-17.4297, -0.1892, -3.8161], [-18.0017, 2.3534, -2.5567], [-18.9241, 0.8480, -2.3141], [-18.9205, 4.4619, -2.3232], [-19.2116, 3.6893, -0.7370], [-19.2617, 6.5248, -1.1568], [-20.0447, 5.6436, 0.1680], [-21.3415, 6.7328, -2.3579], [-22.0120, 6.6706, -0.7467], [-22.6300, 4.7120, -2.7321], [-22.6643, 4.4238, -0.9339], [-23.1401, 0.7203, -4.4676], [-24.0008, 2.1671, -3.7988], [-24.6787, -0.6026, -3.2921], [-25.2348, 0.7846, -2.3140], [-23.0724, -1.2362, -1.7000], [-23.8214, -0.1257, -0.5383], [-21.2487, 0.0198, -1.8296], [-21.9126, 1.2337, -0.6816], [-13.5160, 2.0242, -6.5385], [-13.6886, 3.5215, -6.6887], [-15.3999, 4.1431, -6.5819], [-16.1470, 3.4718, -7.6247], [-15.9309, 4.0718, -5.2315], [-15.1089, 5.8433, -7.0491], [-16.3654, 6.7702, -7.1374], [-17.6095, 6.1875, -6.6872], [-18.6947, 5.8061, -7.4254], [-19.7741, 5.6000, -6.6436], [-19.3583, 5.7159, -5.3028], [-18.0578, 6.1974, -5.3371], [-17.5045, 6.9482, -4.2869], [-18.3139, 7.1663, -3.3313], [-16.4038, 7.4896, -4.3788], [-18.7051, 5.5858, -8.8794], [-12.4459, 1.7894, -6.5138], [-13.9665, 1.5127, -7.3977], [-13.9563, 1.6723, -5.6063], [-13.3431, 3.9127, -7.6868], [-13.1205, 4.0882, -5.9082], [-14.6131, 5.7926, -8.0393], [-14.5147, 6.3056, -6.2133], [-16.5371, 7.1698, -8.1400], [-16.1650, 7.6595, -6.4920], [-20.0879, 5.6963, -4.4649], [-19.0956, 6.4911, -9.4392], [-19.4150, 4.7976, -9.1575], [-17.6975, 5.2969, -9.2369]],
  "e_above_lowest_kcal_mol": 0.0,
  "max_force_ev_per_a": 4.1,
  "lumo_ev": [-5.60, -8.82],
  "multiplicity": 5,
  "charge": 2,
  "energy_ev": -100478.599
}

=====

{
  "formula": "C35H51ClN8O2P",
  "method": "wB97M-V/def2-TZVPD",
  "symbols": ["C", "C", "O", "C", "C", "C", "C", "C", "N", "P", "O", "Cl", "H", "H", "H", "H", "H", "H", "H", "H", "H", "H", "H", "H", "H", "H", "H", "H", "N", "C", "C", "C", "C", "H", "H", "H", "H", "H", "N", "C", "C", "C", "C", "H", "H", "H", "H", "H", "N", "C", "C", "C", "C", "H", "H", "H", "H", "H", "N", "C", "C", "C", "C", "H", "H", "H", "H", "H", "N", "C", "C", "C", "C", "H", "H", "H", "H", "H", "N", "C", "C", "C", "C", "H", "H", "H", "H", "H", "N", "C", "C", "C", "C", "H", "H", "H", "H", "H"],
  "positions_angstrom": [[1.5571, 4.3905, -1.4406], [1.6251, 3.2204, -0.4361], [0.3960, 3.0047, 0.2321], [-0.5770, 2.3153, -0.5486], [-1.9669, 2.5898, 0.0302], [-3.0754, 2.6080, -1.0389], [-4.5135, 2.6094, -0.4887], [-5.5937, 2.8043, -1.5711], [-6.3202, 4.0504, -1.5042], [-7.7078, 4.1366, -0.7154], [-8.0567, 5.7367, -0.8968], [-7.2524, 4.3042, 1.5830], [0.5146, 4.7110, -1.5691], [2.1194, 5.2622, -1.0789], [1.9489, 4.1238, -2.4318], [2.3668, 3.4334, 0.3489], [1.9597, 2.2943, -0.9449], [-0.5190, 2.6666, -1.5983], [-0.3324, 1.2353, -0.5600], [-2.2127, 1.8245, 0.7905], [-1.9308, 3.5582, 0.5584], [-2.9497, 1.7202, -1.6937], [-2.9347, 3.4932, -1.6868], [-4.6284, 3.4106, 0.2654], [-4.6715, 1.6522, 0.0415], [-6.2679, 1.9282, -1.5442], [-5.0988, 2.7493, -2.5640], [-7.3415, 6.0569, -1.4537], [6.4072, 1.0625, -0.1653], [5.0736, 1.0128, -0.4666], [4.4004, 0.7000, 0.6838], [5.3687, 0.5541, 1.7189], [6.5987, 0.7814, 1.1589], [7.1360, 1.2731, -0.8206], [4.7168, 1.2023, -1.4644], [3.3316, 0.5923, 0.7750], [5.1818, 0.3166, 2.7533], [7.5835, 0.7760, 1.5931], [0.7387, 9.6768, 0.6095], [-0.0357, 8.5827, 0.8857], [0.7768, 7.4821, 0.8870], [2.0958, 7.9312, 0.5976], [2.0394, 9.2896, 0.4313], [0.4006, 10.6173, 0.5404], [-1.0949, 8.6743, 1.0543], [0.4596, 6.4675, 1.0656], [2.9829, 7.3246, 0.5180], [2.8088, 10.0066, 0.2016], [-7.0670, -2.3046, -2.8161], [-5.7937, -2.5225, -2.3581], [-5.5713, -1.6492, -1.3251], [-6.7514, -0.8835, -1.1517], [-7.6528, -1.2995, -2.0902], [-7.4949, -2.7852, -3.5835], [-5.1568, -3.2633, -2.8117], [-4.6585, -1.5557, -0.7582], [-6.9022, -0.0896, -0.4394], [-8.6454, -0.9484, -2.3136], [4.2804, -2.5841, 0.4984], [3.0478, -2.9970, 0.9227], [2.8095, -4.2381, 0.3861], [3.9384, -4.5791, -0.4051], [4.8244, -3.5372, -0.3140], [4.7085, -1.7046, 0.7402], [2.4483, -2.3816, 1.5735], [1.9291, -4.8366, 0.5515], [4.0860, -5.4855, -0.9687], [5.7968, -3.4000, -0.7558], [4.4222, -4.7773, 3.5189], [5.5659, -5.5208, 3.4684], [5.4625, -6.5171, 4.4046], [4.1994, -6.3669, 5.0412], [3.5824, -5.2853, 4.4680], [4.2075, -4.0019, 2.9156], [6.3500, -5.2851, 2.7695], [6.2047, -7.2715, 4.6062], [3.7898, -6.9834, 5.8239], [2.6191, -4.8418, 4.6539], [-3.2094, -3.8125, 1.1987], [-2.2121, -3.2790, 0.4357], [-1.1235, -3.0893, 1.2440], [-1.4796, -3.5367, 2.5476], [-2.7772, -3.9719, 2.4847], [-4.1296, -4.0305, 0.8617], [-2.3672, -3.0667, -0.6096], [-0.1816, -2.6625, 0.9407], [-0.8597, -3.5265, 3.4286], [-3.4255, -4.3702, 3.2458], [0.3382, -4.0328, -2.0175], [-0.3262, -4.5138, -3.1104], [0.5198, -4.4332, -4.1853], [1.7434, -3.8780, -3.7167], [1.5967, -3.6410, -2.3744], [-0.0440, -3.9739, -1.0887], [-1.3387, -4.8719, -3.0333], [0.2871, -4.7336, -5.1934], [2.6262, -3.6706, -4.2985], [2.2772, -3.2226, -1.6523]],
  "e_above_lowest_kcal_mol": 0.0,
  "max_force_ev_per_a": 0.7,
  "lumo_ev": 1.71,
  "charge": -1,
  "energy_ev": -74949.913
}